[1]
Formula: C25H45BrN8O3
Source: the Open Molecules 2025 dataset
Level of theory: ωB97M-V with the def2-TZVPD basis set

- LUMO energy: -3.48 eV
- Energy above the lowest of the compared OMol25 structures with the same formula, charge and spin: 10.0 kcal/mol
- M: 585.592 g/mol
- Largest force on an atom: 3.60 eV/Å
- Kohn-Sham gap: 7.7 eV

ORCA input file:
```
! wB97M-V def2-TZVPD RIJCOSX def2/J DEFGRID3
* xyz 2 1
C 16.815 11.883 6.720
C 15.851 12.937 7.070
N 14.560 12.336 7.391
C 13.798 12.360 8.557
C 12.645 11.695 8.295
N 12.768 11.240 6.974
C 13.885 11.701 6.476
C 11.679 10.540 6.297
H 17.837 12.200 6.579
H 16.551 11.398 5.812
H 16.894 11.098 7.480
H 15.928 13.696 6.296
H 16.199 13.381 8.048
H 14.073 12.839 9.485
H 11.753 11.330 8.853
H 14.268 11.578 5.487
H 11.100 10.176 7.135
H 12.018 9.761 5.639
H 11.069 11.203 5.676
C 5.447 9.661 5.759
C 5.694 9.889 7.266
N 6.032 8.604 7.892
C 5.466 7.348 7.626
C 5.884 6.531 8.612
N 6.610 7.294 9.527
C 6.682 8.523 9.076
C 7.302 6.900 10.770
H 4.568 9.023 5.697
H 6.250 9.366 5.089
H 4.947 10.558 5.397
H 4.801 10.340 7.708
H 6.492 10.644 7.489
H 4.944 7.000 6.733
H 5.736 5.442 8.790
H 7.257 9.318 9.611
H 7.346 5.791 10.814
H 6.865 7.286 11.701
H 8.315 7.232 10.647
C 17.184 16.273 18.667
C 15.866 16.826 19.108
N 15.468 16.491 20.499
C 14.637 17.274 21.263
C 14.471 16.714 22.453
N 15.333 15.666 22.480
C 15.955 15.546 21.364
C 15.553 14.831 23.626
H 17.447 16.600 17.617
H 17.077 15.202 18.542
H 18.007 16.582 19.249
H 15.099 16.371 18.499
H 15.730 17.903 19.104
H 14.183 18.140 20.799
H 14.031 17.028 23.393
H 16.722 14.752 21.201
H 14.642 14.599 24.081
H 16.190 15.293 24.318
H 15.948 13.921 23.225
C 9.542 14.452 8.484
C 10.724 14.702 9.486
N 10.433 14.564 10.862
C 9.621 13.621 11.473
C 9.489 13.995 12.783
N 10.196 15.204 12.956
C 10.758 15.511 11.782
C 10.268 15.919 14.221
H 9.734 13.387 8.173
H 9.509 15.133 7.588
H 8.593 14.583 9.043
H 11.168 15.728 9.318
H 11.498 13.992 9.315
H 9.216 12.821 10.806
H 8.886 13.568 13.529
H 11.447 16.324 11.576
H 9.480 16.617 14.410
H 11.170 16.536 14.227
H 10.464 15.214 15.051
Br 9.595 10.238 9.045
O 15.259 16.042 12.851
C 14.056 15.495 12.316
O 14.118 14.832 11.261
O 13.067 15.840 13.011
H 16.021 15.810 12.372
*
```

Let us look at the Löwdin charges, expressed in e, one per atom:
1. C -0.093
2. C -0.173
3. N -0.038
4. C 0.026
5. C -0.026
6. N -0.068
7. C -0.059
8. C -0.021
9. H 0.090
10. H 0.062
11. H 0.100
12. H 0.135
13. H 0.154
14. H 0.124
15. H -0.007
16. H 0.171
17. H -0.064
18. H 0.095
19. H 0.105
20. C -0.068
21. C -0.161
22. N -0.029
23. C -0.008
24. C -0.012
25. N -0.085
26. C -0.098
27. C 0.026
28. H 0.066
29. H 0.088
30. H 0.080
31. H 0.128
32. H 0.124
33. H 0.139
34. H 0.152
35. H 0.052
36. H 0.110
37. H 0.108
38. H 0.081
39. C -0.068
40. C -0.155
41. N -0.014
42. C -0.012
43. C 0.000
44. N -0.115
45. C -0.008
46. C 0.043
47. H 0.120
48. H 0.083
49. H 0.069
50. H 0.131
51. H 0.129
52. H 0.149
53. H 0.155
54. H 0.192
55. H 0.096
56. H 0.102
57. H 0.105
58. C -0.053
59. C -0.189
60. N -0.057
61. C -0.005
62. C 0.005
63. N -0.065
64. C 0.002
65. C -0.004
66. H 0.048
67. H 0.088
68. H 0.079
69. H 0.150
70. H 0.081
71. H 0.101
72. H 0.111
73. H 0.160
74. H 0.086
75. H 0.084
76. H 0.112
77. Br -0.122
78. O 0.028
79. C -0.764
80. O -0.055
81. O -0.074
82. H 0.049

---

[2]
Formula: C3H7N3
Source: the Open Molecules 2025 dataset
Level of theory: ωB97M-V with the def2-TZVPD basis set

- SMILES string: N/N=C/N1CC1
- LUMO energy: 0.71 eV
- Energy above the lowest of the compared OMol25 structures with the same formula, charge and spin: 120.0 kcal/mol
- M: 85.110 g/mol
- Largest force on an atom: 6.96 eV/Å
- Kohn-Sham gap: 8.9 eV

ORCA input file:
```
! wB97M-V def2-TZVPD RIJCOSX def2/J DEFGRID3
* xyz 0 1
C 0.547 -0.121 -0.203
C -1.629 0.597 -0.263
C -1.616 -0.821 0.360
H 3.685 0.112 -0.469
H 2.416 0.932 0.456
H 0.334 0.383 0.873
H -1.315 1.536 0.043
H -2.606 0.676 -0.955
H -2.665 -1.377 0.167
H -0.913 -0.765 1.265
N 2.719 -0.027 0.110
N 1.764 -0.688 -0.551
N -0.720 -0.436 -0.833
*
```

Let us look at the Löwdin charges, expressed in e, one per atom:
1. C -0.227
2. C -0.199
3. C -0.120
4. H 0.150
5. H 0.091
6. H 0.141
7. H 0.059
8. H 0.135
9. H 0.147
10. H 0.096
11. N -0.129
12. N -0.043
13. N -0.101

---

[3]
Formula: C40H46ClN5O14
Source: the Open Molecules 2025 dataset
Level of theory: ωB97M-V with the def2-TZVPD basis set

- SMILES string: CCN(CC[C@]1(C)OC(=O)O[C@@]1(COC(C)=O)C[C@H](C)Cl)C(C)=O.O=[N+]([O-])c1ccccc1.O=[N+]([O-])c1ccccc1.O=[N+]([O-])c1ccccc1.O=[N+]([O-])c1ccccc1
- LUMO energy: -0.98 eV
- M: 856.282 g/mol
- Largest force on an atom: 5.35 eV/Å
- Kohn-Sham gap: 8.2 eV

ORCA input file:
```
! wB97M-V def2-TZVPD RIJCOSX def2/J DEFGRID3
* xyz 0 1
C 0.607 -0.237 6.058
C 0.412 1.002 5.004
N -0.422 0.463 3.892
C -1.879 0.359 4.284
C -2.637 1.775 4.305
C -4.044 1.768 5.059
C -4.470 3.294 5.449
O -3.923 1.186 6.406
C -5.207 0.734 6.878
O -5.565 0.477 8.034
O -5.995 0.701 5.693
C -5.290 0.987 4.436
C -5.043 -0.532 3.900
O -4.634 -0.567 2.511
C -4.525 -1.920 2.037
C -3.343 -2.832 2.608
O -5.362 -2.368 1.208
C -6.259 1.714 3.388
C -7.533 2.441 4.032
C -8.749 1.412 4.377
Cl -8.224 3.550 2.693
C -0.276 1.190 2.637
C 0.857 2.246 2.268
O -1.121 0.920 1.714
H 1.690 -0.246 6.455
H -0.180 -0.247 6.879
H 0.531 -1.192 5.391
H 1.467 1.316 4.716
H -0.179 1.806 5.576
H -2.027 -0.120 5.309
H -2.328 -0.386 3.524
H -1.976 2.636 4.702
H -2.858 2.049 3.205
H -3.675 3.707 6.179
H -4.544 3.947 4.517
H -5.459 3.319 6.043
H -6.030 -1.122 4.033
H -4.298 -1.025 4.627
H -3.336 -3.818 2.022
H -3.534 -2.985 3.733
H -2.335 -2.319 2.437
H -6.673 0.968 2.609
H -5.611 2.457 2.784
H -7.282 3.128 4.908
H -9.281 1.774 5.337
H -9.492 1.337 3.504
H -8.297 0.381 4.639
H 0.977 3.107 3.005
H 0.737 2.587 1.176
H 1.861 1.666 2.293
C 0.427 -7.764 1.655
C 0.831 -6.478 1.309
C 0.712 -5.440 2.228
C 0.190 -5.704 3.493
C -0.223 -6.988 3.843
C -0.102 -8.019 2.917
N 0.086 -4.619 4.472
O 0.440 -3.501 4.123
O -0.346 -4.893 5.582
H 0.527 -8.573 0.938
H 1.242 -6.285 0.324
H 1.030 -4.442 1.946
H -0.634 -7.200 4.823
H -0.418 -9.023 3.180
C 3.565 6.463 -1.556
C 3.396 5.195 -2.107
C 3.619 4.062 -1.330
C 4.005 4.214 0.002
C 4.183 5.480 0.557
C 3.961 6.606 -0.229
N 4.216 3.026 0.832
O 4.070 1.930 0.308
O 4.522 3.196 2.005
H 3.385 7.344 -2.164
H 3.091 5.092 -3.135
H 3.485 3.082 -1.768
H 4.488 5.605 1.590
H 4.093 7.596 0.194
C 3.438 0.352 -7.638
C 3.846 1.638 -7.980
C 3.721 2.675 -7.063
C 3.189 2.412 -5.802
C 2.771 1.129 -5.456
C 2.898 0.098 -6.380
N 3.078 3.496 -4.824
O 3.437 4.614 -5.170
O 2.636 3.221 -3.714
H 3.543 -0.456 -8.354
H 4.266 1.830 -8.962
H 4.043 3.673 -7.342
H 2.352 0.917 -4.478
H 2.579 -0.906 -6.120
C 4.663 -4.049 -12.605
C 5.162 -2.750 -12.582
C 5.463 -2.141 -11.369
C 5.265 -2.845 -10.182
C 4.758 -4.143 -10.198
C 4.456 -4.743 -11.416
N 5.604 -2.217 -8.903
O 6.029 -1.069 -8.927
O 5.447 -2.875 -7.886
H 4.434 -4.523 -13.554
H 5.319 -2.213 -13.512
H 5.852 -1.128 -11.365
H 4.596 -4.695 -9.279
H 4.064 -5.754 -11.440
*
```

These are the Löwdin partial charges, in e, on atoms 1 to 99:
1. C -0.089
2. C -0.217
3. N -0.089
4. C -0.138
5. C -0.059
6. C -0.338
7. C -0.005
8. O 0.008
9. C -0.368
10. O 0.132
11. O -0.005
12. C -0.263
13. C -0.100
14. O -0.071
15. C -0.380
16. C 0.003
17. O 0.068
18. C -0.131
19. C -0.628
20. C -0.130
21. Cl 0.507
22. C -0.384
23. C -0.020
24. O -0.020
25. H 0.076
26. H 0.070
27. H 0.072
28. H 0.119
29. H 0.115
30. H 0.127
31. H 0.103
32. H 0.132
33. H 0.138
34. H 0.109
35. H 0.101
36. H 0.097
37. H 0.163
38. H 0.135
39. H 0.099
40. H 0.097
41. H 0.091
42. H 0.140
43. H 0.129
44. H 0.091
45. H 0.089
46. H 0.071
47. H 0.079
48. H 0.088
49. H 0.098
50. H 0.089
51. C -0.073
52. C -0.066
53. C 0.000
54. C -0.147
55. C -0.002
56. C -0.067
57. N -0.342
58. O 0.061
59. O 0.075
60. H 0.108
61. H 0.109
62. H 0.120
63. H 0.119
64. H 0.109
65. C -0.057
66. C -0.056
67. C 0.009
68. C -0.144
69. C -0.010
70. C -0.073
71. N -0.350
72. O 0.064
73. O 0.058
74. H 0.109
75. H 0.064
76. H 0.104
77. H 0.116
78. H 0.105
79. C -0.070
80. C -0.058
81. C 0.003
82. C -0.136
83. C 0.006
84. C -0.053
85. N -0.301
86. O 0.076
87. O 0.029
88. H 0.094
89. H 0.111
90. H 0.119
91. H 0.122
92. H 0.112
93. C -0.071
94. C -0.066
95. C -0.002
96. C -0.147
97. C -0.001
98. C -0.065
99. N -0.349

---

[4]
Formula: C4H15N2OS
Source: the Open Molecules 2025 dataset
Level of theory: ωB97M-V with the def2-TZVPD basis set

- LUMO energy: -8.29 eV
- Energy above the lowest of the compared OMol25 structures with the same formula, charge and spin: 122.7 kcal/mol
- M: 139.244 g/mol
- Largest force on an atom: 3.52 eV/Å
- Kohn-Sham gap: 5.8 eV

ORCA input file:
```
! wB97M-V def2-TZVPD RIJCOSX def2/J DEFGRID3
* xyz 1 1
N -1.404 0.844 -1.586
C -0.153 0.189 -1.856
C 1.012 0.822 -1.103
S 0.540 1.150 0.572
C -0.254 -1.312 -1.479
N -0.533 -1.559 -0.091
C 0.547 -2.111 0.741
H 4.463 5.427 3.988
H -1.334 1.427 -0.757
H -1.804 1.397 -2.338
H -0.002 0.225 -2.937
H 1.924 0.224 -1.147
H 1.292 1.766 -1.596
H 4.901 5.830 4.449
H -1.068 -1.724 -2.076
H 0.667 -1.865 -1.668
H -0.978 -0.764 0.384
H 0.185 -2.247 1.755
H 1.440 -1.496 0.774
H 0.815 -3.082 0.317
H -0.819 0.193 2.015
H -1.752 -0.108 3.244
O -1.392 -0.472 2.426
*
```

Let us look at the Löwdin charges, expressed in e, one per atom:
1. N 0.086
2. C -0.407
3. C -0.494
4. S 0.934
5. C -0.135
6. N 0.044
7. C -0.073
8. H -0.004
9. H 0.027
10. H 0.118
11. H 0.159
12. H 0.088
13. H 0.123
14. H 0.004
15. H 0.154
16. H 0.137
17. H 0.050
18. H 0.092
19. H 0.074
20. H 0.105
21. H -0.085
22. H 0.073
23. O -0.071